Entry 1:
The following is a DFT calculation (ωB97M-V/def2-TZVPD) of a 2-piece molecular cluster, C20H22F2N overall.

Geometry as XYZ:
```
45
Properties=species:S:1:pos:R:3:forces:R:3:mulliken_charge:R:1
C -0.240207 -0.739491 2.199177 0.3 0.1 0.5 -1.751
N -1.446083 -0.777943 1.431231 0.3 0.0 -0.4 0.406
C -2.232390 -1.996759 1.606426 -0.1 -0.1 0.0 -0.248
C -3.707855 -1.574018 1.616323 0.0 0.0 0.0 -0.561
C -3.726099 -0.029426 1.582364 0.1 0.2 0.0 -0.572
C -2.262974 0.433228 1.538249 0.2 0.0 0.0 -0.608
H 0.408483 0.055542 1.819763 -0.1 0.0 0.3 0.625
H -0.440185 -0.542917 3.268784 0.1 -0.1 -0.1 0.512
H 0.300563 -1.691435 2.102238 -0.1 0.2 0.1 0.480
H -2.034722 -2.684452 0.771709 0.0 0.0 0.3 -0.173
H -1.941300 -2.516133 2.537028 -0.1 0.2 -0.2 0.431
H -4.215070 -1.973834 0.734011 0.0 0.0 0.2 0.268
H -4.198534 -1.972136 2.508456 0.0 0.1 -0.2 0.295
H -4.243890 0.334815 0.692335 -0.1 -0.1 0.2 0.289
H -4.211870 0.401004 2.462832 -0.1 -0.2 -0.2 0.284
H -1.967080 0.993680 2.442976 -0.2 -0.1 -0.2 0.344
H -2.062057 1.080157 0.670066 -0.1 0.0 0.2 0.185
F -1.853678 0.655484 -4.744264 0.2 -0.9 1.0 -0.293
C -1.660337 -0.313143 -3.788783 -0.4 0.9 -0.4 0.031
C -2.125501 -1.602287 -4.055319 0.2 0.1 0.6 -0.396
C -2.015490 -2.553527 -3.029734 -0.1 0.2 -0.1 -0.804
C -1.362061 -2.246289 -1.842236 0.9 0.1 -0.2 -0.474
C -0.703789 -0.992188 -1.685633 -1.1 0.1 -0.5 0.816
C 0.311646 -0.812454 -0.695269 0.3 -0.5 0.1 -0.454
C 1.232214 0.247782 -0.670310 0.3 0.4 0.2 -0.430
C 2.248552 0.364833 0.274398 -0.5 -0.5 -0.4 -0.232
C 3.219879 1.417349 0.355365 0.6 1.1 0.0 0.827
C 3.119205 2.606989 -0.425210 0.5 -0.3 0.1 -0.725
C 4.114500 3.572262 -0.303397 -0.2 0.6 -0.8 0.317
F 4.046908 4.690548 -1.101780 -0.1 -1.2 0.9 -0.294
C 5.206175 3.452555 0.557741 -0.5 -0.7 0.2 -0.532
C 5.293547 2.286145 1.335067 0.0 0.2 -0.1 -0.465
C 4.322049 1.296927 1.248892 -0.6 -0.2 -0.2 -0.611
C -1.035668 0.041333 -2.600104 0.5 -0.4 -0.4 -0.354
H -2.580114 -1.840982 -5.016996 0.1 0.1 0.3 0.454
H -2.419976 -3.554023 -3.177149 0.1 0.3 0.0 0.419
H -1.254391 -3.004208 -1.064167 0.1 0.2 -0.4 0.374
H 0.544175 -1.706091 -0.108074 -0.2 0.4 0.1 0.594
H 1.188938 1.006369 -1.456496 -0.2 -0.2 0.3 0.374
H 2.342465 -0.410267 1.040741 0.0 0.1 -0.3 0.401
H 2.304255 2.740289 -1.138960 0.3 0.2 0.3 0.433
H 5.954763 4.235660 0.623616 -0.2 -0.1 -0.1 0.451
H 6.129049 2.157284 2.024564 -0.3 0.1 -0.2 0.392
H 4.384897 0.393984 1.863521 0.1 0.4 -0.2 0.380
H -0.730962 1.069799 -2.404009 0.0 -0.3 -0.3 0.599
```
Positions in Å, forces in eV/Å.

For the electronic energy, the calculation gives -28013.7417 eV. Its HOMO-LUMO gap is 5.750 eV. For the lowest unoccupied orbital energy, the calculation gives -5.734 eV. As for the charge: +1.

---

Entry 2:
The following is a DFT calculation (ωB97M-V/def2-TZVPD) of C38H41HoN3P as an isolated structure.

Geometry as XYZ:
```
84
Properties=species:S:1:pos:R:3:forces:R:3:lowdin_spin:R:1
Ho 0.000000 0.000000 0.000000 1.9 0.3 0.2 4.027
N -1.065127 2.017515 0.030918 -0.9 -2.8 -2.6 -0.005
C -2.267364 1.993279 -0.743775 -2.2 0.8 -1.4 0.001
C -3.005627 3.199295 -0.723218 0.0 -0.7 -0.2 0.000
C -4.186847 3.346493 -1.442316 0.2 0.0 0.1 0.000
C -4.654152 2.289203 -2.203489 0.3 -0.4 0.1 0.000
C -3.936267 1.089622 -2.252149 0.1 0.3 0.2 0.000
C -2.722039 0.897649 -1.548912 -0.2 0.6 0.1 0.001
P -1.876360 -0.774675 -1.697106 -1.6 0.0 -1.3 -0.001
C -2.949213 -1.783680 -2.771332 -0.5 -0.5 0.0 0.000
C -3.861856 -2.659761 -2.158367 0.0 -0.1 -0.1 0.000
C -4.716762 -3.460340 -2.921292 0.2 0.2 0.1 0.000
C -4.673081 -3.399735 -4.310960 0.1 0.1 0.1 0.000
C -3.774634 -2.540634 -4.937605 0.2 0.1 0.3 0.000
C -2.918840 -1.740757 -4.174049 0.0 0.1 -0.1 0.000
C -0.440330 -0.428699 -2.777079 0.5 0.4 -0.2 -0.002
C -0.211029 0.794565 -3.424043 0.3 0.4 -0.1 -0.001
C 0.907340 0.979036 -4.244209 -0.2 -0.1 0.2 0.000
C 1.816701 -0.057476 -4.432753 -0.1 0.0 0.0 -0.001
C 1.610459 -1.279150 -3.799895 -0.3 0.1 0.1 0.000
C 0.494041 -1.461253 -2.978508 0.2 0.3 -0.3 -0.001
H -1.267336 2.311479 0.897814 -1.2 1.2 4.1 0.000
H -0.466983 2.682867 -0.299971 2.2 2.4 -1.5 0.000
H -2.655852 4.041485 -0.129739 0.1 -0.2 0.0 0.000
H -4.739460 4.280923 -1.403376 0.1 -0.1 0.0 0.000
H -5.580379 2.386192 -2.764276 0.2 -0.1 0.1 0.000
H -4.366672 0.302742 -2.864933 0.3 -0.1 0.1 0.000
H -3.916724 -2.725787 -1.073153 0.0 0.0 -0.2 0.000
H -5.414968 -4.130789 -2.426862 0.1 0.1 -0.1 0.000
H -5.336890 -4.021853 -4.905314 0.1 0.1 0.1 0.000
H -3.736117 -2.489635 -6.022533 0.0 0.0 0.2 0.000
H -2.236073 -1.076324 -4.698240 0.0 -0.1 0.2 0.000
H -0.899211 1.627056 -3.311889 -0.1 -0.1 0.0 0.000
H 1.063606 1.935685 -4.735771 -0.1 -0.2 0.1 0.000
H 2.684179 0.086810 -5.070798 -0.1 0.0 0.1 0.000
H 2.315700 -2.093398 -3.942396 -0.1 0.1 0.1 0.000
H 0.355816 -2.427887 -2.497022 0.2 1.7 -1.0 0.000
C 0.221129 -4.207460 -1.818922 -0.1 -0.8 0.3 0.000
C 1.634054 -3.720309 -1.661466 0.5 -0.6 0.3 0.000
C 2.660847 -4.315024 -2.408925 0.1 0.4 0.3 0.000
C 3.976289 -3.871249 -2.287199 -0.1 0.1 0.1 0.000
C 4.280354 -2.822505 -1.422231 -0.6 -0.3 -0.2 0.000
C 3.272420 -2.216109 -0.660712 0.1 0.0 0.0 0.000
C 3.615129 -1.065238 0.245460 0.2 -0.1 -0.2 0.000
C 1.945901 -2.688386 -0.753790 1.9 -1.3 -1.1 0.000
N 0.942273 -2.073089 0.008756 -1.4 -0.5 2.8 -0.005
C 0.602911 -2.518581 1.196612 0.6 0.0 -0.7 0.001
C 1.216749 -3.777318 1.797604 -0.4 0.3 -0.3 0.000
C -0.422119 -1.754030 2.157307 -0.8 0.3 0.2 0.000
C -0.415487 -2.237546 3.602949 0.1 0.2 -0.5 0.000
N -1.233760 -0.810131 1.739232 2.5 -2.2 -0.4 -0.005
C -2.162831 -0.200032 2.595032 -1.7 1.1 1.4 0.000
C -1.812382 0.958346 3.318254 -0.2 0.2 0.2 0.000
C -0.439687 1.557665 3.191147 -0.2 0.1 0.4 0.000
C -2.757473 1.557926 4.163341 -0.2 -0.4 -0.3 0.000
C -4.042133 1.030462 4.275591 0.1 -0.1 -0.1 0.000
C -4.401438 -0.093561 3.535565 0.5 0.3 -0.1 0.000
C -3.475828 -0.707143 2.679333 -0.1 0.0 0.1 0.000
C -3.891483 -1.907298 1.874657 -0.1 0.0 -0.1 0.000
H 0.122661 -4.869874 -2.685782 0.1 0.1 0.2 0.000
H -0.462683 -3.367074 -1.975413 -0.5 -1.0 0.6 0.000
H -0.086831 -4.767234 -0.930392 -0.2 0.0 -0.1 0.000
H 2.438711 -5.123815 -3.101751 -0.1 0.2 0.2 0.000
H 4.762893 -4.332129 -2.878378 -0.1 0.0 0.1 0.000
H 5.307649 -2.471989 -1.354586 -0.2 0.0 0.1 0.000
H 4.654315 -0.745997 0.112558 -0.2 -0.2 0.0 0.000
H 3.485004 -1.354592 1.292879 -0.1 0.3 0.0 0.000
H 2.979929 -0.201019 0.024303 0.1 -0.1 0.3 0.000
H 1.741177 -4.393366 1.066737 0.0 0.4 -0.2 0.000
H 0.432149 -4.403524 2.229241 0.1 0.2 0.2 0.000
H 1.934410 -3.493865 2.572311 -0.1 -0.1 0.1 0.000
H 0.611469 -2.287275 3.972928 -0.1 -0.2 -0.1 0.000
H -0.876834 -3.227682 3.653190 0.2 0.0 0.1 0.000
H -0.962219 -1.582468 4.281807 -0.1 0.1 -0.4 0.000
H 0.317844 0.857355 3.556815 0.1 0.2 -0.3 0.000
H -0.348485 2.478137 3.777598 -0.1 -0.2 -0.1 0.000
H -0.229381 1.810651 2.147108 0.5 -0.2 0.7 0.000
H -2.499680 2.447869 4.732880 0.1 -0.2 -0.2 0.000
H -4.769334 1.505552 4.928998 0.1 -0.1 -0.1 0.000
H -5.413882 -0.481694 3.619411 0.2 0.0 -0.1 0.000
H -4.978553 -2.040349 1.889476 0.3 0.0 0.1 0.000
H -3.432906 -2.812900 2.283476 -0.1 -0.1 -0.2 0.000
H -3.597416 -1.791764 0.826182 0.1 -0.1 0.1 0.000
H 1.419843 0.650890 1.310379 -0.2 -0.1 -0.6 -0.010
```
Positions in Å, forces in eV/Å.

Its expectation value of S² is 6.00. For the electronic energy, the calculation gives -79614.4933 eV. Its HOMO-LUMO gap (spin up / spin down) is 6.763 / 6.826 eV. For the lowest unoccupied orbital energy (spin up / spin down), the calculation gives -6.865 / -6.846 eV. As for the multiplicity: 5. As for the charge: +2.

---

Entry 3:
The following is a DFT calculation (ωB97M-V/def2-TZVPD) of C32H34B2F4N4O4PSSn as an isolated structure.

Geometry as XYZ:
```
83
Properties=species:S:1:pos:R:3:forces:R:3:mulliken_charge:R:1
Sn -0.124643 1.667022 0.409434 0.3 0.5 -0.8 1.021
C 0.253157 1.924122 5.204434 0.2 -0.2 0.0 -1.837
C -0.113843 1.779522 3.769734 0.8 -0.8 0.0 0.489
N 0.426457 0.926722 2.964434 0.0 0.0 -0.3 0.542
O 1.233357 -0.019178 3.555434 -0.8 0.4 0.7 -0.498
B 2.327457 -0.700178 2.934034 0.3 0.2 -0.1 0.281
F 3.371857 0.106522 2.600034 0.3 0.5 -0.3 -0.270
F 2.681457 -1.717778 3.753834 0.1 -0.5 0.3 -0.302
O 1.964957 -1.412978 1.542534 -0.5 0.0 0.5 -0.381
N 0.736357 -1.252178 0.981834 0.1 -0.4 0.2 2.061
C -0.359743 -1.711278 1.578034 1.0 0.4 0.3 -0.113
C -0.251643 -2.487878 2.826134 0.1 -0.1 0.1 -1.733
C -1.635643 -1.299778 1.047234 -0.9 0.6 -0.7 0.164
N -1.606343 -0.114778 0.520334 0.0 0.0 0.4 1.220
O -2.722543 0.486922 0.073434 0.5 -0.6 -0.2 -0.424
B -3.653743 1.175922 1.107034 0.1 0.3 0.5 0.752
F -4.746943 1.554022 0.417034 -0.2 0.3 -0.4 -0.356
F -3.930643 0.274522 2.099634 0.0 -0.6 0.4 -0.298
O -2.972743 2.359722 1.696334 0.2 0.6 0.4 -0.416
N -1.825843 1.930222 2.272534 -0.1 -0.4 -0.1 -0.180
C -1.250543 2.547222 3.241534 -0.9 0.0 -0.5 0.519
C -1.721943 3.807122 3.875934 -0.1 0.0 -0.2 -1.714
C -2.853343 -2.140078 1.212234 -0.1 0.1 -0.1 -2.131
H 1.018357 1.192522 5.454934 -0.1 0.1 0.1 0.385
H -0.620743 1.774622 5.836434 0.0 0.0 0.1 0.374
H 0.644357 2.925622 5.385034 -0.1 0.1 0.1 0.384
H 0.683957 -3.051078 2.846034 0.0 0.0 -0.1 0.350
H -1.118043 -3.127978 2.961734 -0.1 0.0 -0.1 0.672
H -0.204443 -1.817878 3.691534 0.0 0.1 -0.1 0.174
H -2.597943 4.162522 3.339134 0.0 0.0 0.1 0.372
H -0.939443 4.563722 3.829334 0.1 0.1 0.0 0.392
H -1.978043 3.645722 4.920634 0.0 0.0 0.1 0.387
H -2.665543 -3.152878 0.860634 0.0 -0.1 0.0 0.514
H -3.662843 -1.692178 0.642734 0.0 -0.1 0.0 0.460
H -3.169943 -2.170978 2.254234 0.0 0.0 0.0 0.369
C 2.685257 -5.839478 -0.275966 0.0 0.1 -0.1 -0.761
C 3.601457 -4.843378 -0.574066 0.0 0.0 0.0 -0.804
C 3.187057 -3.527678 -0.704166 -0.1 0.1 0.0 -0.989
C 1.841657 -3.217978 -0.535866 -0.2 0.3 0.1 0.738
C 0.920957 -4.217478 -0.220666 0.1 0.1 0.0 -0.634
C 1.343757 -5.528278 -0.106966 -0.1 0.0 0.1 -1.005
P 1.249057 -1.515078 -0.665866 0.1 -0.2 -1.5 1.307
C 2.596957 -0.415378 -1.107966 -0.1 -0.2 0.1 1.240
C 3.048257 0.674922 -0.380666 0.0 -0.2 0.1 -0.390
C 4.032857 1.485122 -0.916366 0.0 0.1 0.0 -1.164
C 4.576257 1.198722 -2.158566 0.0 0.0 0.0 -0.733
C 4.149957 0.086622 -2.867466 0.0 0.0 0.0 -0.808
C 3.148357 -0.714678 -2.354766 -0.2 -0.1 0.1 -1.279
C 0.055657 -1.407878 -2.010866 0.2 -0.2 0.4 0.945
C -0.279943 -2.556378 -2.701866 0.0 0.0 0.2 -0.777
C -0.848143 -2.474678 -3.975466 -0.1 0.0 -0.2 -1.171
C -0.947843 -1.262978 -4.604266 0.0 -0.2 0.2 -0.844
C -0.572343 -0.074078 -3.948966 0.1 0.0 0.3 0.867
C -0.596243 1.167822 -4.616166 0.0 0.3 0.1 -0.945
C -0.236743 2.308822 -3.956666 -0.1 -0.1 -0.3 -1.063
C 0.085957 2.254522 -2.593366 0.3 -0.3 0.9 -0.904
C 0.105657 1.071422 -1.868366 -0.3 0.2 0.3 0.158
C -0.156843 -0.121978 -2.587966 -0.1 0.3 -0.1 0.712
H 3.013757 -6.861578 -0.166566 0.0 -0.1 0.0 0.436
H 4.645957 -5.086378 -0.698366 0.1 0.0 0.0 0.469
H 3.903657 -2.748978 -0.922966 0.0 0.0 0.0 0.400
H -0.120643 -3.963378 -0.062666 -0.1 -0.1 0.0 0.629
H 0.629357 -6.305078 0.118634 0.0 -0.1 0.1 0.476
H 2.664557 0.876322 0.606834 0.1 0.0 0.1 0.382
H 4.375657 2.340222 -0.356266 0.1 0.1 0.1 0.518
H 5.337357 1.838922 -2.576466 0.1 0.1 0.0 0.458
H 4.595357 -0.153478 -3.819166 0.0 0.0 -0.1 0.473
H 2.786757 -1.566878 -2.917366 0.0 0.0 -0.1 0.505
H -0.079443 -3.535378 -2.295066 0.0 0.0 0.0 0.554
H -1.149643 -3.381378 -4.474066 0.0 -0.1 -0.1 0.445
H -1.308043 -1.208978 -5.620166 -0.1 0.0 -0.1 0.467
H -0.900343 1.198222 -5.651866 0.0 0.0 -0.1 0.450
H -0.236543 3.259722 -4.467266 0.0 0.1 -0.1 0.486
H 0.326457 3.188622 -2.081366 -0.1 -0.1 -0.1 0.715
C -3.195543 5.420722 -0.396166 0.2 -0.5 -0.2 -0.991
S -2.175443 4.084622 -1.080666 0.2 0.1 0.0 0.187
C -3.461543 3.161222 -1.945966 0.1 0.3 0.1 -0.650
H -3.881943 5.014322 0.341034 -0.1 0.1 0.1 0.223
H -3.744443 5.875522 -1.217166 0.0 0.1 0.0 0.371
H -2.528043 6.151422 0.050034 0.0 0.0 0.1 0.365
H -3.777243 3.746122 -2.803966 -0.1 -0.1 -0.1 0.476
H -4.287843 2.973222 -1.271066 -0.1 -0.1 0.0 0.245
H -3.037743 2.216422 -2.264166 0.1 -0.2 -0.1 -0.014
```
Positions in Å, forces in eV/Å.

For the electronic energy, the calculation gives -86061.6280 eV. Its HOMO-LUMO gap is 5.580 eV. For the lowest unoccupied orbital energy, the calculation gives -4.755 eV. As for the charge: +1.

---

Entry 4:
The following is a DFT calculation (ωB97M-V/def2-TZVPD) of a 2-piece molecular cluster, C10H21NOP overall.

Geometry as XYZ:
```
34
Properties=species:S:1:pos:R:3:forces:R:3:mulliken_charge:R:1
C -4.506527 2.168315 -0.157768 -2.3 -0.2 -0.2 -0.832
C -3.368239 1.596084 0.025402 3.6 -0.6 0.1 -0.242
C -2.717109 -0.928653 1.162337 1.1 1.2 1.4 -0.777
C -3.241755 0.051432 0.118541 0.5 0.3 -0.8 0.013
C -1.980113 -0.823030 -0.114650 2.5 1.0 0.2 -0.071
C 4.769437 0.677640 -0.141938 -0.3 1.2 2.4 -1.458
C 0.280424 1.525060 -0.738335 4.2 0.2 1.3 -0.988
C 3.486650 -0.176902 -0.135548 3.1 -0.4 -0.6 -0.065
C 2.821867 -0.367912 1.177595 -2.7 -0.5 -3.2 -0.967
C 1.346969 -0.951798 0.947629 1.5 2.2 -1.2 -0.635
N -1.873806 -2.120325 -0.891316 0.9 -0.5 0.7 -0.280
O 0.575850 -1.169110 -1.688950 -0.1 -0.1 -1.4 -0.805
P 0.416972 -0.244003 -0.565274 -2.0 -1.6 4.0 0.851
H -4.935562 3.131720 -0.363141 1.0 0.7 0.1 0.325
H -5.258866 1.452816 -0.133189 -2.0 -1.1 0.0 0.258
H -2.509003 2.260456 -0.043314 0.5 -0.6 0.3 0.143
H -2.259046 -0.681458 2.174101 -0.6 0.1 -1.6 0.227
H -3.278185 -1.829451 1.197378 -0.8 -0.6 0.4 0.317
H -4.110664 -0.307180 -0.395222 -0.5 -0.6 -0.1 0.352
H 4.637764 1.759306 -0.308126 -0.5 -0.3 0.1 0.312
H 5.363098 0.631784 0.796726 -0.7 -0.2 -0.1 0.329
H 5.485081 0.399282 -0.830677 1.2 -0.9 -1.9 0.434
H -0.190811 2.067775 0.066002 0.0 -0.2 0.4 0.330
H 1.358141 1.952325 -0.963325 -2.2 -0.7 0.4 0.341
H -0.286921 1.556362 -1.575859 -1.8 0.7 -2.9 0.463
H 3.797707 -1.166505 -0.523809 -0.4 0.3 0.1 0.279
H 2.897107 0.251146 -0.871762 -1.5 0.7 -1.5 0.210
H 2.894582 0.457380 1.788562 -0.4 1.9 1.4 0.494
H 3.381473 -1.120380 1.547254 1.5 -2.5 2.2 0.463
H 0.859578 -0.711182 1.828559 -1.6 0.4 1.6 0.439
H 1.378046 -2.013584 0.864733 -0.1 -0.8 -0.5 0.471
H -2.668272 -2.487871 -1.410160 -0.4 0.1 0.2 0.352
H -1.449465 -2.885218 -0.272838 -1.1 1.2 -0.9 0.379
H -1.116414 -1.954332 -1.569624 0.3 0.0 -0.4 0.338
```
Positions in Å, forces in eV/Å.

For the electronic energy, the calculation gives -23526.4522 eV. Its HOMO-LUMO gap is 9.641 eV. For the lowest unoccupied orbital energy, the calculation gives -3.092 eV. As for the charge: +1.